# C4H6O2

A structure of composition C4H6O2 (ωB97M-V/def2-TZVPD, OMol25).

The geometry in XYZ format:
```
12
Properties=species:S:1:pos:R:3:forces:R:3
O 1.61277 -0.41552 0.82362 -0.02 0.11 0.00
C 0.27400 -0.78115 0.84593 -0.33 -0.02 0.06
C -0.82214 0.23527 0.44016 -0.03 0.09 0.08
C -0.11274 1.18291 -0.50686 0.02 0.25 -0.01
O 0.33928 0.06448 -1.33525 -0.06 -0.01 -0.26
C -0.37661 -0.84863 -0.48940 -0.09 -0.35 -0.22
H 1.76159 -0.22687 -0.12665 0.33 -0.05 0.42
H 0.05815 -1.52442 1.61087 -0.20 0.20 -0.26
H -1.83391 0.38395 0.80754 0.43 -0.09 0.42
H -0.72994 1.86480 -1.09535 -0.05 -0.18 0.10
H 0.72443 1.72615 -0.05153 -0.10 -0.04 -0.22
H -0.89490 -1.69276 -0.92615 0.10 0.10 -0.10
```
Forces are in eV/Å.

Values from the calculation:
**Electronic energy**: -306.39563 a.u.
**Largest force on an atom**: 0.0118 Eh/bohr
**2S+1**: 1
**HOMO-LUMO gap**: 10.4 eV
**E_LUMO**: 1.005 eV



# C2H9N2O

The ion C2H9N2O with charge +1 at a distorted geometry (ωB97M-V/def2-TZVPD, OMol25).

The geometry in XYZ format:
```
14
Properties=species:S:1:pos:R:3:forces:R:3
C 0.66960 -0.03986 -1.11752 -0.03 0.11 1.12
N 1.13351 1.21159 -0.62035 -0.04 0.47 -1.01
H 1.36043 -0.85301 -0.91591 -0.01 -0.18 -0.29
H 0.34908 0.03594 -2.15012 0.20 -0.30 -0.15
H 1.24147 1.86774 -1.38858 -0.26 0.10 0.26
H 2.02630 1.20806 -0.15770 0.13 -0.40 0.31
N -0.63404 -0.41976 -0.34372 1.00 0.74 -0.31
C -0.57467 -0.12685 1.15524 -0.89 -0.14 -0.16
O -1.68734 -0.73351 1.73769 0.67 -0.01 -0.12
H -0.86472 -1.39203 -0.53575 -0.25 -0.09 0.17
H -1.32801 0.18694 -0.76770 -0.60 -0.17 0.19
H 0.39806 -0.45922 1.51171 -0.06 -0.13 0.09
H -0.67943 0.94826 1.25364 0.25 0.03 -0.08
H -1.41025 -1.43430 2.33906 -0.11 -0.05 -0.01
```
Forces are in eV/Å.

Values from the calculation:
**Electronic energy**: -266.09162 a.u.
**SMILES**: NC[NH2+]CO
**Total charge**: +1
**Largest force on an atom**: 0.0249 Eh/bohr
**2S+1**: 1
**HOMO-LUMO gap**: 11.7 eV
**E_LUMO**: -3.352 eV



# C34H25N5S3TeV

A structure of composition C34H25N5S3TeV at a distorted geometry (ωB97M-V/def2-TZVPD, OMol25).

The geometry in XYZ format:
```
69
Properties=species:S:1:pos:R:3:forces:R:3
V -0.01550 -1.05190 0.07550 0.18 0.37 -2.42
C 4.18220 -0.89720 -0.40180 0.27 -0.09 0.52
C 2.81740 -0.95830 -0.68360 0.04 0.00 -0.30
N 1.89820 -1.06840 0.26390 2.05 -0.36 -0.33
C 2.28280 -1.10840 1.56220 0.86 -0.14 1.09
C 3.65140 -1.11040 1.93580 -0.47 -0.01 -0.27
C 4.60740 -1.00090 0.90000 -0.14 0.07 -0.33
C 3.97840 -1.21160 3.29720 -0.15 0.03 0.40
C 2.96950 -1.25990 4.22790 0.71 -0.03 -0.18
C 1.62590 -1.19400 3.87450 -0.73 -0.01 -0.46
C 1.22940 -1.13060 2.53920 0.95 -0.02 0.88
N -0.01080 -1.05060 1.98370 0.15 -0.29 1.15
C -1.25300 -1.10690 2.54160 -0.77 -0.13 0.74
C -1.64710 -1.22450 3.87250 0.77 0.03 -0.45
C -2.99230 -1.27080 4.22470 -0.74 -0.05 -0.21
C -3.99420 -1.23230 3.28760 0.12 -0.02 0.35
C -3.66420 -1.10310 1.92650 0.40 0.03 -0.29
C -4.61620 -1.05210 0.88200 0.12 0.12 -0.29
C -4.19070 -0.85290 -0.40900 -0.25 -0.06 0.43
C -2.82200 -0.76370 -0.67420 -0.11 0.13 -0.28
N -1.90610 -0.86590 0.27500 -2.31 -0.17 -0.28
C -2.29820 -1.01500 1.56260 -0.86 -0.06 1.02
H 4.88330 -0.78180 -1.21280 0.07 -0.04 -0.09
H 2.44570 -0.91490 -1.70300 0.06 -0.05 0.14
H 5.65830 -0.98630 1.14770 0.10 0.01 0.03
H 5.01480 -1.23420 3.59940 0.08 -0.03 0.01
H 3.21830 -1.35310 5.27450 0.03 0.05 0.10
H 0.90620 -1.19810 4.67100 -0.11 -0.02 0.02
H -0.92410 -1.30870 4.66220 0.09 0.03 0.01
H -3.24650 -1.35140 5.27090 -0.03 -0.04 0.10
H -5.03050 -1.29480 3.58150 -0.12 0.02 0.02
H -5.66580 -1.16890 1.11180 -0.07 0.06 0.03
H -4.89220 -0.77740 -1.22760 -0.01 -0.04 -0.01
H -2.45310 -0.63910 -1.68940 -0.09 -0.05 0.21
C 1.96900 2.35650 -0.68410 0.09 -0.32 0.04
Te 0.52800 1.46160 0.67240 0.16 1.81 -0.59
C -0.59840 3.23920 0.11380 -0.19 -0.22 0.03
C 0.44450 4.26430 -0.22290 0.09 -0.02 -0.01
C 0.18160 5.62250 -0.13040 0.05 0.05 0.00
C 1.16770 6.55000 -0.42550 -0.16 0.01 0.03
C 2.41520 6.11860 -0.83670 0.13 0.00 -0.04
C 2.68240 4.76400 -0.94370 -0.06 0.02 0.01
C 1.70530 3.83100 -0.62720 -0.08 0.02 0.09
H 1.82090 1.95710 -1.69060 -0.03 -0.06 0.10
H 2.98410 2.11970 -0.36240 -0.11 -0.06 0.00
H -1.21850 3.57950 0.94400 0.02 -0.18 -0.02
H -1.24620 3.03900 -0.74420 0.07 -0.12 0.10
H -0.79520 5.95170 0.19010 -0.12 0.07 0.06
H 0.96150 7.60480 -0.32130 -0.01 0.09 -0.02
H 3.18890 6.83710 -1.05770 0.09 0.08 -0.05
H 3.65810 4.42910 -1.26200 0.14 -0.05 -0.01
S 0.37830 -5.72860 1.95690 -0.27 -0.08 0.45
C 0.36650 -4.89920 0.54600 0.26 0.17 0.37
S -0.65650 -3.50070 0.22490 0.13 -0.61 -0.65
C 0.29230 -3.22620 -1.29310 -0.40 -1.02 0.81
N 1.14730 -4.15980 -1.50190 0.45 0.41 -1.01
N 1.15100 -5.10810 -0.53700 -0.80 0.14 0.65
C 1.94710 -6.26360 -0.70090 0.46 -0.54 -0.24
C 3.26630 -6.13850 -1.11770 -0.23 0.12 0.15
C 4.05640 -7.27070 -1.22560 0.02 -0.04 -0.02
C 3.52770 -8.51940 -0.93890 0.04 -0.03 -0.05
C 2.19900 -8.64090 -0.56340 0.00 0.01 -0.01
C 1.40070 -7.51770 -0.44860 0.00 0.12 -0.08
S -0.00530 -1.85080 -2.21300 -0.05 0.91 -1.13
H 3.64920 -5.15490 -1.34530 0.07 0.06 0.01
H 5.09180 -7.17870 -1.52170 0.03 0.03 -0.06
H 4.14370 -9.40330 -1.02460 0.06 -0.02 0.02
H 1.78330 -9.61600 -0.35270 -0.04 -0.03 -0.01
H 0.36280 -7.61320 -0.16290 0.04 0.05 0.03
```
Forces are in eV/Å.

Values from the calculation:
**Electronic energy**: -3991.00925 a.u.
**Largest force on an atom**: 0.0477 Eh/bohr
**2S+1**: 2
**<S²>**: 0.81
**HOMO-LUMO gap (spin up / spin down)**: 6.7 / 5.4 eV
**E_LUMO (spin up / spin down)**: -0.213 / -0.457 eV



# C34H47AsN2OP2PdSi2

A structure of composition C34H47AsN2OP2PdSi2 at a distorted geometry (ωB97M-V/def2-TZVPD, OMol25).

The geometry in XYZ format:
```
90
Properties=species:S:1:pos:R:3:forces:R:3
Pd 0.82513 -1.21776 0.91269 0.40 -0.15 0.39
C 0.51789 -4.52041 -2.87544 1.04 1.13 -1.07
Si 0.93467 -3.79271 -1.18644 1.17 -1.86 -0.39
C 2.84710 -3.43006 -1.03386 -1.49 0.13 -0.11
C 0.19258 -5.11835 -0.05132 -0.23 0.57 0.26
N 0.21962 -2.25570 -0.74408 0.53 -1.00 0.74
P -0.38809 -0.97218 -1.43599 0.20 2.99 -2.48
C 0.00246 0.27838 -0.22274 -0.70 -0.44 0.37
P -0.63939 1.70004 0.61025 -0.87 0.03 -3.19
N 0.11319 1.83904 2.00453 0.66 -0.66 0.75
Si 0.56240 3.19805 2.96270 0.12 1.79 1.91
C 0.88983 2.50845 4.65910 0.46 -0.38 -0.83
C 2.11800 4.10345 2.32968 -0.81 0.16 -0.08
C -0.85193 4.41376 3.24491 0.43 0.83 -1.65
C -0.39816 3.24540 -0.34417 0.34 -0.06 -0.53
C -1.28413 4.30816 -0.21969 -0.20 0.01 1.03
C -1.04537 5.53853 -0.79421 0.19 0.36 -0.63
C 0.00565 5.67739 -1.70328 0.22 -0.61 0.04
C 0.89022 4.58881 -1.93059 -0.53 0.81 0.20
C 0.72343 3.42794 -1.17665 -0.01 -0.20 0.20
C -2.42002 1.50418 0.92149 0.60 -0.28 -0.90
C -2.80434 0.85107 2.06563 -0.33 0.29 1.31
C -4.12659 0.86910 2.49177 0.34 -0.30 -0.07
C -5.09977 1.38108 1.66695 -0.67 0.44 0.01
C -4.74328 1.92858 0.43778 0.61 -0.26 -0.53
C -3.38824 1.94978 0.03168 -1.53 0.75 0.06
C 0.47737 -0.60176 -3.05167 0.11 -0.09 1.26
C 0.16701 -1.40073 -4.14709 -0.41 -0.24 -0.11
C 0.86946 -1.24218 -5.31371 0.95 1.12 -0.21
C 1.78877 -0.18527 -5.48826 -0.99 0.13 0.89
C 2.06054 0.65497 -4.40846 -0.58 -0.82 0.19
C 1.47841 0.36353 -3.16053 0.14 0.38 0.18
C -2.03249 -1.27732 -1.99811 -1.34 -0.43 -1.22
C -2.61722 -2.53839 -1.80121 0.45 0.46 0.72
C -3.77345 -2.91646 -2.48457 0.23 0.50 -0.76
C -4.34168 -2.03925 -3.43320 -0.51 -0.47 -0.16
C -3.78995 -0.77604 -3.62384 0.39 0.09 0.50
C -2.61658 -0.43932 -2.96828 0.28 0.37 0.84
H 1.03057 -5.48726 -2.98993 -0.13 0.13 0.38
H 0.94640 -3.90278 -3.72110 -0.68 -0.59 0.80
H -0.54564 -4.69732 -3.02986 -0.05 0.12 -0.05
H 3.44583 -4.25125 -1.40691 0.09 -0.18 -0.08
H 3.02139 -3.26711 0.02012 0.18 -0.13 0.28
H 3.12081 -2.50563 -1.55048 -0.09 -0.13 -0.17
H 0.97125 -5.78920 0.31127 0.08 0.12 0.24
H -0.49270 -5.76793 -0.62706 0.13 0.51 0.24
H -0.33504 -4.64178 0.80645 0.37 -0.57 -0.46
H 0.04271 1.99154 5.07024 -0.52 -0.14 0.27
H 1.20529 3.29447 5.31683 0.05 0.49 0.46
H 1.70650 1.80072 4.60785 0.35 -0.31 0.07
H 2.49397 3.56459 1.48427 0.51 -0.17 -0.61
H 2.87846 4.12660 3.10358 0.04 -0.13 0.17
H 1.91090 5.14572 2.02304 -0.11 -0.57 0.11
H -1.83074 3.96560 3.13632 -0.30 -0.13 0.22
H -0.80584 5.27990 2.51586 -0.03 -0.89 0.87
H -0.70220 4.78986 4.25332 -0.16 0.09 0.11
H -2.11968 4.22590 0.45360 -0.28 -0.08 0.08
H -1.70012 6.38736 -0.56206 0.26 -0.43 -0.21
H 0.11774 6.63937 -2.20203 0.22 -0.35 -0.03
H 1.69459 4.68703 -2.67606 -0.34 -0.09 0.64
H 1.49390 2.66615 -1.15611 -0.05 -0.05 -0.41
H -2.06392 0.43080 2.71056 0.43 -0.17 0.41
H -4.39662 0.52805 3.47828 0.08 -0.34 0.03
H -6.13788 1.37437 2.02814 0.48 0.14 -0.40
H -5.50832 2.34768 -0.21882 0.29 -0.20 0.14
H -3.18125 2.40015 -0.93591 0.29 -0.07 0.23
H -0.65539 -2.11862 -4.14408 0.32 0.11 0.26
H 0.69621 -1.88538 -6.13283 -0.36 -0.58 -0.78
H 2.14467 0.06503 -6.47384 0.33 -0.22 -0.09
H 2.66854 1.52899 -4.54777 0.37 0.10 0.13
H 1.78794 0.91613 -2.26079 -0.25 -0.16 -0.56
H -2.07187 -3.14816 -1.07205 -0.73 -0.37 -0.31
H -4.18513 -3.90380 -2.35907 -0.07 -0.11 0.12
H -5.21027 -2.33051 -4.08366 0.87 0.15 1.05
H -4.25391 -0.01020 -4.22829 -0.04 -0.29 -0.39
H -2.12570 0.50380 -3.17975 -0.14 0.13 -0.10
C 3.58436 -4.32252 3.87275 -0.71 0.16 0.12
As 2.77448 -2.65334 3.19005 0.71 0.47 -0.71
C 1.88611 -1.58635 4.48419 -0.69 -0.69 0.61
C 4.15751 -1.37765 2.60464 0.24 -1.36 -0.02
O 1.67544 -2.90261 1.87126 1.17 0.26 1.61
H 4.39971 -4.21831 4.59326 -0.16 0.66 -0.15
H 3.95970 -4.92147 3.05247 -0.13 0.04 -0.34
H 2.78499 -4.86818 4.38082 0.01 0.00 -0.19
H 2.58876 -1.28195 5.26850 -0.25 -0.14 -0.10
H 1.05632 -2.20579 4.87628 0.33 0.67 0.08
H 1.50811 -0.70183 3.95840 0.01 -0.21 0.10
H 5.16361 -1.48406 3.02405 -0.34 -0.38 0.18
H 3.87663 -0.34881 2.74756 -0.54 0.28 -0.13
H 4.20572 -1.68578 1.57270 0.31 0.53 -0.68
```
Forces are in eV/Å.

Values from the calculation:
**Electronic energy**: -5133.28167 a.u.
**Total charge**: +2
**Largest force on an atom**: 0.0756 Eh/bohr
**2S+1**: 5
**<S²>**: 6.02
**HOMO-LUMO gap (spin up / spin down)**: 9.0 / 5.7 eV
**E_LUMO (spin up / spin down)**: -4.282 / -8.355 eV



# C5H4N2O

The molecule C5H4N2O at a distorted geometry (ωB97M-V/def2-TZVPD, OMol25).

The geometry in XYZ format:
```
12
Properties=species:S:1:pos:R:3:forces:R:3
C 0.55231 -0.22070 -0.10102 -3.88 -4.00 1.51
C 0.05373 1.06571 0.00697 8.64 -1.08 -0.61
C -1.15697 1.33672 -0.10218 -8.94 -3.60 1.07
C -2.19687 0.26805 0.04753 13.29 -3.35 -1.25
C -1.66751 -1.03522 0.10792 -0.82 -2.79 -1.85
H 0.84857 1.76575 0.04274 0.39 1.13 -0.02
H -1.59392 2.23584 -0.04039 -0.92 3.59 -0.10
H -3.00924 0.65679 0.10992 -10.36 3.27 0.63
H -2.30837 -2.13418 -0.10914 1.49 3.67 1.35
N 1.88165 -0.64956 -0.13143 4.18 4.67 1.28
N -0.32266 -1.32115 0.00487 0.48 2.94 -0.70
O 2.70524 0.34793 0.14093 -3.55 -4.46 -1.31
```
Forces are in eV/Å.

Values from the calculation:
**Electronic energy**: -377.47008 a.u.
**SMILES**: O=Nc1ccccn1
**Largest force on an atom**: 0.2675 Eh/bohr
**2S+1**: 1
**HOMO-LUMO gap**: 8.2 eV
**E_LUMO**: -1.824 eV